# 1
A 2-piece molecular cluster, C10H14N2 overall, computed with ωB97M-V/def2-TZVPD.

Calculated values
* net charge: 0
* E_HOMO (spin up / spin down): -6.8 / -6.8 eV

Atoms and positions in Å:
1 C -1.771 -1.202 0.039
2 C -0.624 -0.532 0.006
3 C -0.502 0.858 0.048
4 C 1.428 0.171 -0.395
5 C 3.906 0.389 -0.582
6 C -3.059 -0.497 0.193
7 C -1.769 1.664 0.180
8 C -2.970 0.902 -0.522
9 C 3.810 0.909 0.803
10 C 0.986 -2.346 -0.587
11 N 0.712 1.280 -0.024
12 N 0.673 -0.980 -0.277
13 H -1.751 -2.257 0.084
14 H 3.957 1.347 -1.190
15 H -3.884 -0.995 -0.219
16 H -3.192 -0.320 1.216
17 H -1.948 1.721 1.326
18 H -1.598 2.657 -0.214
19 H -2.778 0.704 -1.565
20 H -3.876 1.427 -0.178
21 H 3.711 0.154 1.639
22 H 2.788 1.333 1.106
23 H 4.576 1.615 1.113
24 H 1.568 -2.715 0.211
25 H 0.063 -2.826 -0.694
26 H 1.545 -2.462 -1.518

Forces on the atoms, in the same order (eV/Å):
C 0.1 0.2 0.4
C 0.0 -2.2 -0.8
C -1.8 2.5 0.6
C 2.3 -2.5 -1.0
C -0.7 0.5 -0.3
C 1.3 1.8 -1.9
C -0.1 -0.7 0.8
C 0.8 -0.2 3.3
C -2.3 -0.7 3.0
C 1.1 1.1 -0.7
N -0.5 0.3 -0.1
N 0.3 2.8 0.1
H -0.1 -1.1 -0.1
H -0.4 -0.8 0.1
H -1.1 -1.1 -0.3
H -0.6 0.2 1.8
H -0.1 0.1 -1.8
H -0.1 0.2 0.1
H -0.4 0.6 -0.5
H 0.1 0.0 -1.2
H 1.1 -0.2 -0.9
H 1.4 0.7 -1.0
H 0.2 0.3 -0.3
H 0.6 -0.9 0.8
H -1.1 -1.2 0.0
H 0.0 0.3 0.1

=====

# 2
C29H40NO2P2SiV as an isolated structure, computed with ωB97M-V/def2-TZVPD.

Calculated values
* net charge: +1
* spin multiplicity: 2
* E_HOMO (spin up / spin down): -9.6 / -9.6 eV

Atoms and positions in Å:
1 C -0.746 1.489 -5.233
2 C -0.937 1.087 -3.895
3 N -0.079 1.621 -2.941
4 C 0.912 2.465 -3.241
5 C 1.064 2.903 -4.550
6 C 0.228 2.406 -5.544
7 C -1.979 0.243 -3.455
8 P -2.206 -0.051 -1.711
9 V -0.277 0.979 -0.878
10 P 1.910 1.623 -0.719
11 C 1.883 2.845 -2.124
12 O 0.061 -4.359 -5.892
13 O 1.550 -4.896 -0.767
14 H -1.453 1.100 -5.960
15 H 1.885 3.586 -4.752
16 H 0.349 2.747 -6.568
17 C -3.812 0.700 -1.250
18 C -2.604 -1.816 -1.566
19 H 2.905 2.898 -2.534
20 H 1.637 3.837 -1.703
21 H -0.834 -4.114 -5.642
22 H -2.793 0.047 -4.174
23 C 2.489 2.595 0.689
24 C 3.402 0.667 -1.116
25 H 0.581 -0.115 -1.556
26 H 0.726 -4.464 -1.094
27 H 2.226 -4.539 -1.367
28 H 0.526 -3.503 -5.839
29 H -1.350 0.552 0.270
30 H 0.204 -0.603 -0.840
31 H -4.661 0.213 -1.752
32 H -3.890 0.568 -0.162
33 H -3.816 1.772 -1.487
34 H -3.554 -1.993 -2.094
35 H -1.811 -2.418 -2.018
36 H -2.709 -2.098 -0.506
37 H 4.261 1.356 -1.140
38 H 3.559 -0.095 -0.344
39 H 3.308 0.171 -2.089
40 H 3.425 3.098 0.418
41 H 1.740 3.333 0.989
42 H 2.662 1.922 1.534
43 C -1.373 3.201 4.635
44 C -1.113 3.614 3.325
45 C -0.684 2.685 2.361
46 C -0.543 1.333 2.686
47 C -0.778 0.930 4.007
48 C -1.203 1.854 4.974
49 Si -0.074 0.020 1.342
50 C 1.616 -0.627 1.942
51 C 2.258 -1.682 1.279
52 C 3.515 -2.128 1.701
53 C 4.129 -1.582 2.832
54 C 3.477 -0.554 3.520
55 C 2.240 -0.080 3.070
56 C -1.277 -1.370 1.831
57 C -0.918 -2.706 1.973
58 C -1.887 -3.665 2.313
59 C -3.232 -3.289 2.460
60 C -3.601 -1.951 2.276
61 C -2.617 -0.993 1.991
62 H -1.709 3.922 5.383
63 H -1.248 4.659 3.044
64 H -0.466 3.017 1.340
65 H -0.645 -0.115 4.296
66 H -1.410 1.513 5.987
67 H 1.786 -2.183 0.430
68 H 4.009 -2.925 1.142
69 H 5.095 -1.951 3.176
70 H 3.930 -0.111 4.412
71 H 1.755 0.730 3.622
72 H 0.118 -3.016 1.822
73 H -1.596 -4.700 2.458
74 H -3.986 -4.028 2.719
75 H -4.641 -1.639 2.363
76 H -2.911 0.056 1.892

Forces on the atoms, in the same order (eV/Å):
C 0.1 0.5 -0.6
C -0.9 -0.2 1.3
N -0.5 -1.0 1.8
C 0.7 0.3 -1.3
C 1.2 0.4 1.5
C -0.9 -0.6 -0.3
C 0.3 0.5 -0.3
P -1.6 -0.5 -2.7
V -2.3 2.3 -0.8
P 2.1 1.0 -0.7
C -0.1 0.3 -0.2
O 0.3 0.8 0.2
O -0.7 1.0 -0.6
H 0.3 0.1 -0.1
H -0.2 -0.1 -0.2
H 0.0 -0.1 0.1
C 0.2 0.3 0.6
C 0.1 -0.3 0.6
H -0.3 0.2 0.1
H 0.0 -0.3 -0.2
H -0.2 -0.2 0.0
H 0.5 -0.1 0.5
C 0.0 0.3 0.2
C 0.0 -0.5 0.0
H 1.1 -1.5 -0.1
H 0.8 -0.7 0.4
H -0.2 -0.3 0.2
H -0.1 -0.6 -0.2
H 0.1 0.4 0.3
H 0.4 -0.4 -0.2
H 0.4 0.1 0.1
H -0.4 0.1 -0.2
H 0.0 -0.3 0.1
H 0.4 0.1 0.1
H -0.1 0.1 0.0
H -0.1 0.0 -0.3
H -0.3 -0.2 0.0
H 0.1 0.1 -0.1
H 0.0 0.1 0.2
H -0.2 0.0 0.1
H 0.2 0.0 0.0
H 0.0 0.1 -0.1
C 0.1 -0.2 -0.3
C 0.1 -0.1 -0.2
C -0.3 0.1 0.6
C 0.3 0.2 -0.9
C -0.3 0.3 0.4
C 0.2 -0.1 -0.5
Si -0.3 -1.4 3.1
C 0.1 0.1 -0.6
C 0.4 0.1 0.2
C 0.0 -0.2 0.0
C -0.4 0.3 -0.2
C 0.0 -0.1 -0.1
C 0.3 0.0 0.2
C 0.0 0.4 -0.6
C -0.4 -0.5 0.1
C -0.3 0.4 -0.1
C 0.5 0.2 -0.2
C 0.4 0.2 0.0
C -0.5 -0.7 0.0
H 0.1 -0.2 -0.3
H 0.1 -0.2 0.1
H -0.2 0.1 0.2
H -0.1 0.3 -0.1
H 0.1 0.1 -0.2
H 0.2 0.2 0.1
H -0.1 0.1 0.2
H -0.3 0.1 -0.1
H -0.1 -0.2 -0.3
H 0.2 -0.3 -0.2
H -0.3 0.0 0.2
H 0.0 0.1 0.0
H 0.1 0.1 -0.1
H 0.2 -0.1 0.1
H 0.1 -0.3 0.1

=====

# 3
One molecule with the formula C3H2ClN, computed with ωB97M-V/def2-TZVPD.

Calculated values
* net charge: 0
* E_HOMO: -7.9 eV

Atoms and positions in Å:
1 C 1.218 -1.087 0.003
2 C -1.553 0.372 0.815
3 C 0.548 -0.071 -0.459
4 N -0.691 0.227 0.107
5 Cl 0.793 1.288 -1.670
6 H 2.217 -1.145 -0.111
7 H -2.532 0.416 1.315

Forces on the atoms, in the same order (eV/Å):
C -3.2 0.7 1.2
C -3.3 0.4 1.4
C 0.2 0.4 -0.6
N 1.7 -0.9 -0.7
Cl 0.3 -0.1 0.1
H 3.3 -0.5 -1.1
H 1.1 0.1 -0.4

=====

# 4
C38H37FN2PdS as an isolated structure, computed with ωB97M-V/def2-TZVPD.

Calculated values
* net charge: 0
* E_HOMO (spin up / spin down): -6.0 / -6.0 eV

Atoms and positions in Å:
1 Pd -0.981 -0.370 -0.285
2 C 1.206 -1.543 1.820
3 C 1.749 -0.267 2.479
4 C 0.585 0.503 3.097
5 C 2.568 0.405 1.401
6 C 3.911 0.055 1.315
7 C 4.655 0.338 0.185
8 C 4.037 0.914 -0.911
9 C 2.710 1.313 -0.854
10 C 2.003 1.822 -2.086
11 C 1.516 0.602 -2.882
12 C 2.841 2.765 -2.945
13 C 1.995 1.121 0.342
14 N 0.689 1.626 0.437
15 C 0.220 2.782 1.031
16 C 0.506 3.965 1.581
17 C -0.415 4.994 0.989
18 C -2.569 4.619 0.815
19 C -3.007 3.348 1.448
20 C -2.240 2.350 1.034
21 F -2.415 1.029 1.332
22 H 0.620 -2.130 2.525
23 H 2.019 -2.159 1.443
24 H 0.554 -1.256 0.960
25 H 2.436 -0.554 3.283
26 H -0.282 0.469 2.435
27 H 0.847 1.537 3.301
28 H 0.297 0.030 4.035
29 H 4.366 -0.483 2.134
30 H 5.698 0.065 0.137
31 H 4.594 1.043 -1.825
32 H 1.106 2.375 -1.776
33 H 2.344 -0.063 -3.117
34 H 1.040 0.919 -3.807
35 H 0.773 0.039 -2.287
36 H 3.651 2.244 -3.451
37 H 3.265 3.555 -2.328
38 H 2.211 3.225 -3.704
39 H 1.382 4.241 2.140
40 H 0.222 5.766 0.546
41 H -3.395 5.098 0.285
42 H -3.878 3.268 2.072
43 C -0.373 1.546 -0.491
44 C -1.060 2.743 0.214
45 C -1.325 4.243 -0.044
46 C -1.292 4.901 -1.367
47 C -1.506 6.221 -1.470
48 C -1.793 7.165 -0.396
49 C -1.869 6.964 0.928
50 C -1.694 5.633 1.588
51 H -1.058 4.308 -2.236
52 H -1.462 6.669 -2.454
53 H -1.945 8.180 -0.744
54 H -2.068 7.812 1.568
55 H -1.796 5.670 2.671
56 N -1.727 -2.378 0.013
57 S -0.801 -3.398 -0.769
58 C -0.097 -4.588 0.394
59 C -0.927 -5.340 1.221
60 C -0.368 -6.198 2.148
61 C 1.012 -6.306 2.257
62 C 1.834 -5.558 1.423
63 C 1.284 -4.700 0.493
64 C -1.917 -4.595 -1.564
65 C -3.229 -4.246 -1.836
66 C -4.035 -5.126 -2.537
67 C -3.522 -6.340 -2.969
68 C -2.202 -6.674 -2.704
69 C -1.394 -5.800 -2.003
70 H -2.379 -2.768 0.686
71 H -2.000 -5.262 1.127
72 H -1.007 -6.787 2.789
73 H 1.445 -6.971 2.989
74 H 2.907 -5.649 1.502
75 H 1.910 -4.120 -0.171
76 H -3.611 -3.295 -1.492
77 H -5.058 -4.863 -2.755
78 H -4.151 -7.027 -3.513
79 H -1.798 -7.614 -3.053
80 H -0.365 -6.049 -1.784

Forces on the atoms, in the same order (eV/Å):
Pd -0.1 1.2 -1.0
C 0.0 0.1 -0.1
C -0.2 -0.2 0.0
C 0.0 -0.1 0.0
C -0.1 0.1 0.0
C 0.0 0.1 0.0
C -0.1 0.0 -0.1
C 0.0 0.0 0.1
C -0.4 0.3 0.1
C 0.0 -0.1 -0.3
C -0.3 0.0 0.3
C -0.1 -0.1 0.2
C 1.0 -0.4 0.0
N -0.8 0.0 -0.8
C -0.5 1.6 0.0
C 0.1 -0.6 0.2
C 0.1 0.0 0.0
C -0.3 -0.1 0.0
C 0.1 -0.3 -0.1
C -0.4 -0.4 0.1
F -0.2 1.1 0.3
H -0.1 -0.1 0.0
H 0.1 -0.1 0.0
H 0.4 -0.2 0.5
H 0.0 0.1 -0.1
H 0.1 0.1 0.2
H 0.0 0.1 0.1
H 0.0 0.0 0.1
H 0.0 -0.1 0.1
H 0.1 -0.1 0.0
H 0.1 0.1 -0.1
H 0.2 0.0 -0.1
H 0.2 0.0 -0.1
H -0.1 0.0 -0.1
H 0.3 0.2 -0.3
H 0.1 0.0 -0.1
H 0.1 0.1 0.0
H 0.0 0.0 -0.1
H 0.2 0.0 0.1
H -0.1 -0.1 0.0
H 0.1 0.0 0.0
H -0.1 -0.1 0.2
C 0.0 -2.1 0.4
C 0.6 -0.2 0.8
C 0.1 -0.1 0.0
C 0.0 0.3 -0.1
C 0.1 -0.5 -0.5
C -0.1 0.5 0.4
C 0.0 0.1 -0.1
C 0.0 0.1 0.4
H 0.0 -0.1 -0.3
H 0.0 -0.1 -0.1
H 0.0 0.1 0.1
H -0.1 0.2 0.0
H 0.0 0.0 0.0
N 0.5 0.0 -0.4
S -1.1 -0.4 0.7
C 0.1 0.0 0.2
C 0.1 0.2 -0.2
C 0.0 0.0 0.1
C 0.1 0.2 -0.2
C 0.1 -0.3 0.3
C -0.4 0.2 -0.4
C 0.3 0.1 -0.2
C 0.2 0.3 0.2
C 0.0 -0.2 -0.1
C -0.1 0.1 0.0
C 0.0 -0.1 -0.1
C 0.0 0.0 0.0
H 0.1 -0.2 -0.1
H -0.1 0.0 0.0
H -0.1 0.0 0.1
H 0.0 -0.1 0.0
H 0.1 0.0 0.0
H 0.1 0.1 0.0
H 0.0 0.1 0.0
H -0.1 0.0 0.0
H -0.1 -0.1 -0.1
H 0.0 -0.1 0.0
H 0.1 -0.1 0.0

=====

# 5
C32H28Br2F6N9O8PS2V as an isolated structure, computed with ωB97M-V/def2-TZVPD.

Calculated values
* net charge: +2
* spin multiplicity: 2
* E_HOMO (spin up / spin down): -13.3 / -13.3 eV

Atoms and positions in Å:
1 V -0.024 0.457 -0.004
2 N -1.817 2.154 1.028
3 N -1.182 2.802 2.074
4 C 0.156 2.764 2.109
5 N 0.753 3.647 2.893
6 N 0.772 1.653 1.584
7 N 2.170 1.695 1.595
8 O 2.747 0.630 1.597
9 O 2.764 2.758 1.622
10 H -1.959 2.770 0.233
11 H -2.717 1.797 1.324
12 H -1.614 3.638 2.445
13 H 0.242 4.447 3.231
14 H 1.755 3.732 2.852
15 F -3.829 -1.663 -2.034
16 C -4.399 -0.490 -2.376
17 F -4.860 -0.563 -3.602
18 F -5.379 -0.238 -1.525
19 S -3.052 0.776 -2.195
20 O -2.671 0.644 -0.802
21 O -3.510 2.047 -2.626
22 N -1.956 0.158 -3.165
23 S -0.607 -0.460 -2.747
24 O -0.540 -0.906 -1.322
25 O 0.533 0.238 -3.227
26 C -0.547 -2.112 -3.592
27 F -1.390 -2.939 -2.977
28 F -0.833 -2.039 -4.866
29 F 0.700 -2.564 -3.425
30 N 2.187 -1.810 -0.268
31 P 1.069 -1.529 0.970
32 C 1.987 -1.850 2.529
33 C 2.093 -0.975 3.604
34 C 2.866 -1.312 4.704
35 C 3.523 -2.533 4.748
36 C 3.403 -3.420 3.689
37 C 2.636 -3.084 2.585
38 C 0.117 -3.081 0.884
39 C -0.519 -3.540 2.042
40 C -1.255 -4.710 2.014
41 C -1.380 -5.423 0.827
42 C -0.731 -4.988 -0.318
43 C 0.017 -3.819 -0.291
44 C 2.616 -0.786 -1.069
45 C 3.685 -0.962 -1.952
46 C 4.170 0.122 -2.642
47 C 3.600 1.373 -2.414
48 C 2.514 1.458 -1.584
49 N 1.987 0.390 -0.952
50 H 2.761 -2.640 -0.256
51 H 1.584 -0.021 3.597
52 H 2.965 -0.617 5.527
53 H 4.124 -2.795 5.608
54 H 3.902 -4.379 3.718
55 H 2.535 -3.794 1.773
56 H -0.405 -2.989 2.968
57 H -1.718 -5.078 2.920
58 H -1.974 -6.327 0.806
59 H -0.801 -5.563 -1.232
60 H 0.533 -3.488 -1.181
61 H 4.115 -1.947 -2.073
62 H 4.998 0.005 -3.328
63 H 3.983 2.262 -2.892
64 H 2.057 2.417 -1.408
65 Br -4.856 -1.846 4.149
66 C -3.421 -1.346 3.061
67 C -2.351 -0.627 3.592
68 C -1.321 -0.260 2.759
69 N -1.290 -0.563 1.449
70 C -2.288 -1.319 0.964
71 C -3.376 -1.703 1.722
72 H -2.329 -0.361 4.640
73 H -0.484 0.295 3.154
74 H -2.223 -1.643 -0.060
75 H -4.168 -2.286 1.274
76 Br 0.207 7.873 -3.404
77 C -0.168 6.018 -3.456
78 C -0.579 5.421 -4.641
79 C -0.830 4.059 -4.663
80 C -0.666 3.289 -3.525
81 C -0.273 3.899 -2.336
82 C -0.022 5.275 -2.304
83 C -0.091 3.187 -1.057
84 O 0.159 3.811 -0.040
85 O -0.176 1.846 -0.971
86 H -0.699 6.019 -5.535
87 H -1.156 3.592 -5.583
88 H -0.841 2.232 -3.567
89 H 0.291 5.738 -1.380

Forces on the atoms, in the same order (eV/Å):
V -0.1 -0.7 2.5
N 0.0 -0.4 0.0
N -0.2 0.2 0.1
C 0.4 -0.4 0.7
N -0.1 0.1 -0.1
N 0.0 0.2 -0.3
N 1.2 0.2 0.5
O -0.5 0.2 -0.4
O -0.3 0.0 -0.2
H -0.2 0.1 0.2
H 0.0 -0.1 0.0
H 0.0 0.1 0.0
H -0.1 0.0 0.0
H 0.1 0.0 0.0
F -0.2 0.0 -0.1
C 0.3 -0.2 0.2
F 0.0 0.1 -0.1
F 0.0 0.2 0.0
S -0.4 -0.3 0.2
O -0.1 0.0 -0.1
O -0.1 0.0 -0.3
N 0.1 0.0 0.2
S -0.3 -0.5 -2.0
O 0.1 0.1 0.5
O 0.1 0.0 -0.1
C 0.0 -0.3 0.5
F 0.0 0.1 -0.2
F 0.0 0.2 0.0
F -0.1 0.0 -0.1
N -0.1 0.1 0.0
P 1.2 -1.8 0.1
C -0.3 0.3 0.0
C -0.1 -0.1 0.1
C 0.0 0.0 0.1
C 0.0 0.0 0.0
C 0.0 0.0 0.0
C 0.0 0.1 -0.1
C -0.2 0.2 0.0
C 0.1 0.0 0.0
C 0.0 0.0 0.0
C 0.0 0.0 0.0
C -0.1 0.0 0.0
C 0.1 0.1 0.0
C 0.3 0.2 -0.1
C 0.0 -0.1 0.0
C -0.1 -0.1 0.1
C 0.0 0.1 0.0
C 0.2 0.1 -0.2
N -0.5 -0.2 0.5
H 0.0 -0.1 0.0
H 0.0 0.0 0.0
H 0.0 0.0 0.0
H 0.0 0.0 0.0
H 0.0 0.0 0.0
H 0.0 -0.1 0.0
H -0.1 -0.1 0.1
H 0.0 0.0 0.0
H 0.0 0.0 0.0
H 0.0 0.0 0.0
H 0.0 0.0 0.0
H 0.0 0.0 0.0
H 0.0 0.0 0.0
H 0.0 0.0 0.0
H 0.0 0.0 0.0
Br 0.1 0.0 -0.1
C 0.1 0.0 0.0
C -0.1 -0.1 0.0
C 0.1 0.1 0.2
N -0.5 0.2 -0.2
C -0.3 -0.2 0.0
C -0.1 0.0 0.1
H 0.1 0.0 0.0
H 0.0 0.0 -0.1
H 0.0 0.1 0.0
H 0.0 0.0 0.0
Br -0.1 -0.2 0.0
C 0.1 0.2 0.1
C 0.0 0.0 0.1
C 0.0 -0.1 -0.1
C 0.1 0.1 0.2
C -0.1 -0.4 -0.2
C 0.0 0.0 0.1
C 0.5 1.7 0.1
O -0.1 -0.4 -0.3
O 0.0 1.5 -1.8
H 0.0 0.0 0.0
H 0.0 0.0 0.0
H 0.0 -0.1 0.0
H 0.0 0.1 0.0

=====

# 6
One molecule with the formula C15H17N5O2, computed with ωB97M-V/def2-TZVPD.

Calculated values
* net charge: 0
* E_HOMO: -8.0 eV

Atoms and positions in Å:
1 O -1.658 -1.648 -1.695
2 N -2.208 -1.587 -0.615
3 O -2.196 -2.460 0.229
4 C -3.093 -0.462 -0.384
5 C -4.152 -0.260 -1.251
6 C -5.035 0.779 -1.008
7 C -4.843 1.606 0.086
8 C -3.764 1.410 0.934
9 C -2.876 0.371 0.710
10 C -1.649 0.116 1.540
11 N -0.581 -0.280 0.641
12 C 0.421 -1.149 1.230
13 C 1.355 -1.661 0.130
14 N 1.931 -0.546 -0.580
15 C 3.201 -0.151 -0.384
16 N 4.001 -0.961 0.328
17 C 5.259 -0.592 0.458
18 C 5.763 0.576 -0.096
19 C 4.849 1.348 -0.800
20 N 3.586 1.006 -0.947
21 C 0.939 0.324 -1.160
22 C 0.016 0.845 -0.057
23 H -4.281 -0.914 -2.100
24 H -5.867 0.943 -1.674
25 H -5.530 2.417 0.274
26 H -3.607 2.072 1.772
27 H -1.851 -0.715 2.223
28 H -1.395 1.002 2.142
29 H -0.092 -1.998 1.688
30 H 1.010 -0.624 2.000
31 H 2.158 -2.259 0.557
32 H 0.778 -2.259 -0.581
33 H 5.882 -1.264 1.037
34 H 6.793 0.867 0.017
35 H 5.133 2.286 -1.264
36 H 1.444 1.148 -1.662
37 H 0.349 -0.254 -1.878
38 H -0.784 1.446 -0.497
39 H 0.593 1.481 0.636

Forces on the atoms, in the same order (eV/Å):
O 0.0 -0.1 -0.1
N -0.3 -0.7 -0.6
O 0.1 -0.1 0.1
C -0.7 1.0 0.3
C 0.2 -0.2 0.0
C 0.0 0.0 0.1
C -0.1 0.0 0.0
C 0.0 -0.2 -0.1
C 0.1 -0.2 -0.1
C 0.2 -0.1 0.0
N 0.3 0.4 0.4
C 0.1 -0.2 -0.1
C -0.1 -0.3 0.4
N -0.3 -0.1 -0.1
C 0.6 0.1 0.0
N -0.2 -0.2 0.1
C 0.2 0.3 -0.1
C 0.0 0.0 0.0
C 0.2 -0.1 0.2
N -0.3 0.1 -0.1
C -0.2 0.4 -0.1
C 0.1 -0.1 -0.2
H 0.0 -0.1 -0.1
H -0.1 0.0 -0.1
H -0.1 0.1 0.0
H 0.1 0.1 0.1
H 0.1 0.1 0.0
H 0.0 0.0 0.0
H 0.0 0.0 0.0
H 0.0 0.0 0.0
H -0.2 0.0 -0.1
H 0.0 0.0 0.1
H 0.1 0.0 0.0
H 0.1 0.0 0.0
H 0.1 0.0 0.0
H -0.1 -0.1 0.0
H 0.0 0.1 0.0
H 0.0 0.0 0.0
H 0.0 0.0 0.0

=====

For each record above, in turn, the calculated maximum force values are 0.0743 0.0667 0.0706 0.0414 0.0502 0.0244 hartree/bohr.
For each record above, in turn, the calculated relative energy (zero: lowest compared OMol25 entry of this formula, charge and spin) values are 7.406 0.427 4.523 1.557 0.661 2.276 eV.